Formula: C38H94N2O14
Source: the Open Molecules 2025 dataset
Level of theory: the ωB97M-V functional and the def2-TZVPD basis

Values from the calculation:
E_HOMO in Ha: -0.295
Electronic energy in eV: -72567.9992
Multiplicity: 1
F_max in eV/Å: 4.17
Orbital gap in eV: 8.339

Each atom is followed by the atoms it is bonded to, with distances in Å.
Cartesian coordinates (Å):
1 C 17.511 9.735 24.860  C2 1.593, H12 1.090, H13 1.090, H14 1.090
2 C 18.284 10.820 23.988  C1 1.593, C3 1.554, C4 1.590, N10 1.473
3 C 18.564 12.030 24.922  C2 1.554, H15 1.090, H16 1.090, H17 1.090
4 C 19.677 10.195 23.541  C2 1.590, C5 1.647, H18 1.090, H19 1.090
5 C 19.533 8.962 22.458  C4 1.647, C6 1.498, H20 1.090, H21 1.090
6 C 18.893 9.674 21.305  C5 1.498, C7 1.528, H22 1.090, H23 1.090
7 C 17.504 10.265 21.534  C6 1.528, C8 1.577, C9 1.576, N10 1.526
8 C 17.231 11.196 20.291  C7 1.577, H24 1.090, H25 1.090, H26 1.090
9 C 16.301 9.246 21.520  C7 1.576, H27 1.090, H28 1.090, H29 1.090
10 N 17.585 11.190 22.745  C2 1.473, C7 1.526, O11 1.389
11 O 16.377 11.785 23.082  N10 1.389, H30 0.960
12 H 18.127 9.360 25.677  C1 1.090
13 H 16.530 10.050 25.218  C1 1.090
14 H 17.344 8.917 24.160  C1 1.090
15 H 19.005 11.686 25.858  C3 1.090
16 H 19.247 12.701 24.401  C3 1.090
17 H 17.758 12.750 25.060  C3 1.090
18 H 20.206 11.037 23.095  C4 1.090
19 H 20.194 9.988 24.478  C4 1.090
20 H 20.452 8.492 22.107  C5 1.090
21 H 18.857 8.203 22.849  C5 1.090
22 H 18.683 8.750 20.767  C6 1.090
23 H 19.553 10.304 20.709  C6 1.090
24 H 17.945 12.010 20.167  C8 1.090
25 H 16.265 11.698 20.348  C8 1.090
26 H 17.142 10.642 19.356  C8 1.090
27 H 16.163 8.745 20.562  C9 1.090
28 H 15.312 9.668 21.700  C9 1.090
29 H 16.452 8.403 22.194  C9 1.090
30 H 16.454 12.699 22.798  O11 0.960
31 C 12.313 8.715 13.408  C32 1.524, H42 1.090, H43 1.090, H44 1.090
32 C 11.477 9.505 12.409  C31 1.524, C33 1.534, C34 1.544, N40 1.512
33 C 11.872 10.985 12.496  C32 1.534, H45 1.090, H46 1.090, H47 1.090
34 C 11.731 8.972 10.982  C32 1.544, C35 1.532, H48 1.090, H49 1.090
35 C 10.795 9.515 9.898  C34 1.532, C36 1.550, H50 1.090, H51 1.090
36 C 9.368 9.030 10.261  C35 1.550, C37 1.590, H52 1.090, H53 1.090
37 C 8.924 9.560 11.692  C36 1.590, C38 1.571, C39 1.524, N40 1.465
38 C 8.323 11.003 11.536  C37 1.571, H54 1.090, H55 1.090, H56 1.090
39 C 7.764 8.633 12.035  C37 1.524, H57 1.090, H58 1.090, H59 1.090
40 N 9.995 9.363 12.672  C32 1.512, C37 1.465, O41 1.369
41 O 9.635 9.681 13.954  N40 1.369, H60 0.960
42 H 12.170 7.638 13.319  C31 1.090
43 H 13.389 8.827 13.269  C31 1.090
44 H 12.101 9.105 14.404  C31 1.090
45 H 11.426 11.577 11.696  C33 1.090
46 H 11.558 11.489 13.410  C33 1.090
47 H 12.960 11.029 12.463  C33 1.090
48 H 12.768 9.192 10.728  C34 1.090
49 H 11.602 7.891 11.029  C34 1.090
50 H 10.887 10.601 9.887  C35 1.090
51 H 11.089 9.244 8.884  C35 1.090
52 H 9.371 7.948 10.131  C36 1.090
53 H 8.731 9.428 9.470  C36 1.090
54 H 9.134 11.724 11.638  C38 1.090
55 H 7.533 11.254 12.245  C38 1.090
56 H 7.875 11.104 10.548  C38 1.090
57 H 8.246 7.664 12.161  C39 1.090
58 H 7.029 8.627 11.230  C39 1.090
59 H 7.416 8.835 13.048  C39 1.090
60 H 9.785 8.860 14.429  O41 0.960
61 C 16.077 8.954 13.644  C62 1.523, H65 1.090, H66 1.090, H67 1.090
62 C 16.521 7.510 13.455  C61 1.523, C63 1.512, O64 1.445, H68 1.090
63 C 15.275 6.662 13.332  C62 1.512, H69 1.090, H70 1.090, H71 1.090
64 O 17.405 7.596 12.315  C62 1.445, H72 0.960
65 H 16.950 9.605 13.691  C61 1.090
66 H 15.476 9.040 14.549  C61 1.090
67 H 15.551 9.394 12.797  C61 1.090
68 H 17.046 7.175 14.350  C62 1.090
69 H 14.790 6.773 12.363  C63 1.090
70 H 14.554 6.969 14.090  C63 1.090
71 H 15.527 5.620 13.530  C63 1.090
72 H 17.131 8.370 11.818  O64 0.960
73 C 14.954 7.168 17.469  C74 1.553, H77 1.090, H78 1.090, H79 1.090
74 C 13.463 7.401 17.833  C73 1.553, C75 1.505, O76 1.370, H80 1.090
75 C 13.371 7.830 19.273  C74 1.505, H81 1.090, H82 1.090, H83 1.090
76 O 13.043 8.333 16.921  C74 1.370, H84 0.960
77 H 15.644 8.011 17.512  C73 1.090
78 H 15.011 6.887 16.417  C73 1.090
79 H 15.393 6.404 18.111  C73 1.090
80 H 12.938 6.465 17.643  C74 1.090
81 H 13.844 7.113 19.944  C75 1.090
82 H 12.338 7.922 19.608  C75 1.090
83 H 13.851 8.794 19.442  C75 1.090
84 H 12.100 8.180 17.013  O76 0.960
85 C 15.455 13.074 11.887  C86 1.582, H89 1.090, H90 1.090, H91 1.090
86 C 14.774 12.769 10.491  C85 1.582, C87 1.573, O88 1.440, H92 1.090
87 C 14.820 14.080 9.623  C86 1.573, H93 1.090, H94 1.090, H95 1.090
88 O 15.563 11.830 9.736  C86 1.440, H96 0.960
89 H 14.827 13.881 12.265  C85 1.090
90 H 16.459 13.495 11.933  C85 1.090
91 H 15.499 12.222 12.565  C85 1.090
92 H 13.732 12.496 10.654  C86 1.090
93 H 14.406 13.984 8.619  C87 1.090
94 H 15.866 14.384 9.609  C87 1.090
95 H 14.322 14.904 10.134  C87 1.090
96 H 15.090 11.615 8.929  O88 0.960
97 C 15.159 11.979 15.323  C98 1.528, H101 1.090, H102 1.090, H103 1.090
98 C 14.729 11.248 16.594  C97 1.528, C99 1.538, O100 1.403, H104 1.090
99 C 15.263 12.054 17.790  C98 1.538, H105 1.090, H106 1.090, H107 1.090
100 O 13.331 11.222 16.711  C98 1.403, H108 0.960
101 H 16.137 12.446 15.439  C97 1.090
102 H 14.492 12.708 14.863  C97 1.090
103 H 15.284 11.255 14.518  C97 1.090
104 H 15.126 10.233 16.625  C98 1.090
105 H 14.963 13.102 17.803  C99 1.090
106 H 16.347 11.959 17.840  C99 1.090
107 H 14.784 11.646 18.680  C99 1.090
108 H 13.151 10.279 16.696  O100 0.960
109 O 12.136 13.570 17.512  C110 1.380, H113 0.960
110 C 12.297 14.905 17.199  O109 1.380, C111 1.564, H114 1.090, H115 1.090
111 C 11.979 15.836 18.414  C110 1.564, O112 1.431, H116 1.090, H117 1.090
112 O 13.006 15.733 19.405  C111 1.431, H118 0.960
113 H 12.406 12.928 16.852  O109 0.960
114 H 13.346 14.933 16.905  C110 1.090
115 H 11.618 15.071 16.363  C110 1.090
116 H 11.063 15.631 18.967  C111 1.090
117 H 11.943 16.861 18.044  C111 1.090
118 H 13.860 15.806 18.972  O112 0.960
119 O 11.414 11.643 19.235  C120 1.343, H123 0.960
120 C 11.859 11.886 20.479  O119 1.343, C121 1.512, H124 1.090, H125 1.090
121 C 11.408 13.229 21.008  C120 1.512, O122 1.388, H126 1.090, H127 1.090
122 O 12.292 13.912 21.831  C121 1.388, H128 0.960
123 H 11.751 12.302 18.623  O119 0.960
124 H 11.568 11.139 21.217  C120 1.090
125 H 12.948 11.913 20.430  C120 1.090
126 H 10.658 12.943 21.744  C121 1.090
127 H 10.831 13.858 20.330  C121 1.090
128 H 12.783 14.543 21.299  O122 0.960
129 O 19.141 10.783 16.924  C130 1.396, H133 0.960
130 C 18.987 10.591 15.550  O129 1.396, C131 1.550, H134 1.090, H135 1.090
131 C 20.203 11.097 14.733  C130 1.550, O132 1.374, H136 1.090, H137 1.090
132 O 20.303 12.465 14.812  C131 1.374, H138 0.960
133 H 19.528 11.636 17.135  O129 0.960
134 H 18.767 9.598 15.157  C130 1.090
135 H 18.166 11.252 15.273  C130 1.090
136 H 20.139 10.793 13.688  C131 1.090
137 H 21.088 10.608 15.139  C131 1.090
138 H 20.746 12.734 15.621  O132 0.960
139 O 9.885 9.309 19.846  C140 1.438, H143 0.960
140 C 9.000 9.231 18.714  O139 1.438, C141 1.552, H144 1.090, H145 1.090
141 C 9.837 9.198 17.407  C140 1.552, O142 1.420, H146 1.090, H147 1.090
142 O 10.148 7.882 16.974  C141 1.420, H148 0.960
143 H 10.417 10.106 19.782  O139 0.960
144 H 8.203 8.491 18.788  C140 1.090
145 H 8.397 10.138 18.682  C140 1.090
146 H 10.789 9.683 17.622  C141 1.090
147 H 9.299 9.761 16.645  C141 1.090
148 H 9.424 7.252 16.946  O142 0.960